[1]
Computed, not measured: a structure of composition C43H56CdN4O7S, with ωB97M-V/def2-TZVPD.

Results
E   -81182.382 eV
Gap between HOMO and LUMO (spin up / spin down)   0.18273 / 0.20289 Eh
HOMO level (spin up / spin down)   -0.931 / -1.469 eV

The geometry in ORCA input format:
```
! wB97M-V def2-TZVPD RIJCOSX def2/J DEFGRID3
* xyz -2 1
Cd 0.6869 -0.2838 0.7216
C -4.0575 4.4421 -2.1264
C -4.6187 3.5741 -0.9754
C -5.4375 4.5278 -0.0723
C -5.5993 2.5381 -1.5662
C -3.4767 2.8215 -0.2490
C -2.5483 2.1328 -0.9488
C -1.5309 1.3660 -0.2106
N -0.7281 0.4188 -0.5021
C -0.5270 0.0243 -1.8200
C -1.5054 -0.3655 -2.7345
C -1.1587 -0.6371 -4.0593
C 0.2151 -0.6063 -4.3686
C 1.2313 -0.2770 -3.4235
C 0.8350 0.0945 -2.1096
O 1.5541 0.4969 -1.1351
C 2.7313 -0.3398 -3.8344
C 2.9602 -0.7768 -5.3068
C 3.4778 -1.3829 -2.9693
C 3.4101 1.0411 -3.6954
C -2.2491 -0.8988 -5.1071
C -3.1504 -2.0714 -4.6672
C -1.7038 -1.2441 -6.5115
C -3.1126 0.3751 -5.2547
C -1.2771 1.7887 1.1624
O -0.1302 1.5649 1.5007
C -2.3874 2.3641 1.9587
C -3.4256 2.8066 1.2205
C -2.2601 2.3678 3.4844
C -1.9885 0.9407 4.0067
C -1.1152 3.3025 3.9239
C -3.5457 2.8639 4.1894
H -4.8543 5.0195 -2.6103
H -3.3120 5.1544 -1.7537
H -3.5877 3.8411 -2.9121
H -6.1691 5.0966 -0.6591
H -6.0109 3.9813 0.6852
H -4.7920 5.2534 0.4357
H -6.4339 3.0305 -2.0786
H -5.1098 1.8844 -2.2973
H -6.0223 1.9001 -0.7812
H -2.5262 2.0635 -2.0259
H -2.5332 -0.4072 -2.3988
H 0.5140 -0.8421 -5.3809
H 2.5501 -1.7748 -5.5022
H 2.5090 -0.0704 -6.0132
H 4.0302 -0.8232 -5.5448
H 2.9883 -2.3627 -3.0263
H 4.5132 -1.5092 -3.3076
H 3.5297 -1.1030 -1.9136
H 2.8578 1.8083 -4.2503
H 3.4907 1.3756 -2.6578
H 4.4337 1.0180 -4.0888
H -2.5623 -2.9828 -4.5094
H -3.6861 -1.8577 -3.7360
H -3.9103 -2.2908 -5.4266
H -1.0842 -2.1480 -6.4913
H -2.5216 -1.4267 -7.2191
H -1.1025 -0.4259 -6.9252
H -3.6222 0.6392 -4.3211
H -2.4993 1.2362 -5.5473
H -3.8871 0.2432 -6.0191
H -4.2922 3.1997 1.7378
H -1.0272 0.5464 3.6618
H -1.9626 0.9201 5.1028
H -2.7706 0.2446 3.6812
H -0.1369 2.9548 3.5778
H -1.2634 4.3182 3.5385
H -1.0584 3.3686 5.0169
H -4.4087 2.2351 3.9409
H -3.4325 2.8392 5.2801
H -3.7832 3.8982 3.9155
C 1.8187 -5.5716 5.3852
C 2.2785 -4.5958 4.3463
C 1.4611 -3.5156 3.9839
C 1.8561 -2.6357 2.9750
C 3.0644 -2.8453 2.3125
C 3.8843 -3.9223 2.6491
C 3.4883 -4.7971 3.6644
S 3.5368 -1.7170 0.9675
O 4.0037 -0.5589 1.7340
O 4.6185 -2.4423 0.2933
N 2.2449 -1.4414 0.0685
C 1.7541 -2.6092 -0.6745
C 0.2546 -2.7339 -0.4119
O -0.3602 -3.5726 -1.1405
O -0.2061 -1.9902 0.5001
H 1.1899 -5.0785 6.1343
H 2.6713 -6.0092 5.9148
H 1.2432 -6.3754 4.9157
H 0.4958 -3.3581 4.4558
H 1.2086 -1.8159 2.6693
H 4.8124 -4.0811 2.1098
H 4.1229 -5.6447 3.9029
H 2.2129 -3.5665 -0.3998
H 1.9073 -2.4755 -1.7520
N 3.9345 -1.2495 5.8493
C 4.5223 -0.2570 5.1160
O 5.5434 0.2813 5.5299
C 3.9113 0.1521 3.8275
C 4.5182 1.1684 3.0823
C 3.9614 1.5687 1.8691
C 2.8083 0.9361 1.4366
N 2.1920 -0.0485 2.1260
C 2.7581 -0.4167 3.3045
H 4.3895 -1.4925 6.7211
H 3.0989 -1.7569 5.6059
H 5.4244 1.6495 3.4449
H 4.4183 2.3548 1.2781
H 2.3358 1.2121 0.4979
H 2.2182 -1.2093 3.8086
H -0.2185 -0.5536 2.2021
*
```

Results of the Mulliken charge analysis, in e, for atoms 1 through 6: atom 1 (Cd): 3.86, atom 2 (C): -1.71, atom 3 (C): 2.11, atom 4 (C): -2.16, atom 5 (C): -1.26, atom 6 (C): -0.02

=====

[2]
Computed, not measured: a cluster of 2 separate species, C6H6ClIN2 in total, with ωB97M-V/def2-TZVPD.

Results
E   -29916.650 eV
Gap between HOMO and LUMO (spin up / spin down)   0.30060 / 0.29864 Eh
HOMO level (spin up / spin down)   -9.333 / -9.346 eV

The geometry in ORCA input format:
```
! wB97M-V def2-TZVPD RIJCOSX def2/J DEFGRID3
* xyz 0 1
C -0.4233 -0.5467 0.8799
C -1.3746 -0.1700 1.7590
C -0.8919 -0.7895 -0.4639
C -2.2127 -0.5166 -0.6802
C -3.0573 -0.1102 0.2825
C 0.0821 -1.3520 -1.5225
N -2.6288 0.0541 1.4842
N 0.1540 2.4129 0.2846
Cl -1.4305 2.5907 0.8644
I -5.1869 0.0526 -0.2219
H 0.5944 -0.6515 1.1350
H -1.1338 0.0484 2.8746
H -0.3578 -2.2495 -2.0796
H 0.2919 -0.4023 -2.1537
H 0.9993 -1.6706 -0.9289
H 0.1381 1.7188 -0.5060
*
```

Results of the natural (NBO) charge analysis, in e, for atoms 1 through 6: atom 1 (C): -0.27, atom 2 (C): 0.04, atom 3 (C): -0.07, atom 4 (C): 0.07, atom 5 (C): 0.06, atom 6 (C): -0.64

=====

[3]
Computed, not measured: a cluster of 3 separate species, C2H10N2O3 in total, with ωB97M-V/def2-TZVPD.

Results
E   -11356.195 eV
Gap between HOMO and LUMO (spin up / spin down)   0.08092 / 0.33089 Eh
HOMO level (spin up / spin down)   0.810 / -5.999 eV

The geometry in ORCA input format:
```
! wB97M-V def2-TZVPD RIJCOSX def2/J DEFGRID3
* xyz -1 2
O 0.0403 -0.7072 -2.9915
C -0.2752 -1.1708 -1.8959
N -0.7999 -0.1845 -1.0614
C -1.1435 1.1784 -1.3617
N -1.9561 1.7730 -0.3550
H -0.2433 -2.2725 -1.6528
H -1.5567 -0.4596 -0.5073
H -0.2491 1.9099 -1.4125
H -1.6077 1.1665 -2.3981
H -2.4665 2.5733 -0.8357
H -1.4110 2.1617 0.3850
H 4.0248 -4.0395 3.8497
H 2.9025 -4.4681 2.7094
O 3.2138 -4.5332 3.6271
H 1.1473 2.6325 1.8446
H -0.3132 2.2224 1.0582
O 0.6935 2.2176 0.9980
*
```

Results of the natural (NBO) charge analysis, in e, for atoms 1 through 6: atom 1 (O): -0.64, atom 2 (C): 0.49, atom 3 (N): -0.62, atom 4 (C): -0.12, atom 5 (N): -0.91, atom 6 (H): 0.14

=====

[4]
Computed, not measured: a cluster of 2 separate species, C8H12O2 in total, with ωB97M-V/def2-TZVPD.

Results
E   -12584.996 eV
Gap between HOMO and LUMO   0.33885 Eh
HOMO level   -8.351 eV
SMILES   Cc1ccc(O)cc1.CO

The geometry in ORCA input format:
```
! wB97M-V def2-TZVPD RIJCOSX def2/J DEFGRID3
* xyz 0 1
C 0.9323 0.8222 -1.5487
C 0.8164 0.6211 -0.0525
C 0.4281 -0.6099 0.4842
C 0.5236 -0.7887 1.8542
C 0.7087 0.2996 2.6955
O 0.5063 0.0504 4.0368
C 1.0541 1.5436 2.1998
C 1.1704 1.6418 0.8062
H 1.8973 1.2505 -1.8078
H 0.1507 1.4856 -1.9461
H 0.8593 -0.1376 -2.0568
H 0.1491 -1.4270 -0.1621
H 0.2036 -1.7140 2.3150
H 0.8430 0.7743 4.5783
H 1.2976 2.4137 2.7897
H 1.5705 2.5597 0.3889
C -2.2420 -1.6812 -2.7160
O -1.9579 -1.3573 -1.3602
H -1.4237 -1.3801 -3.3825
H -3.1671 -1.2172 -3.0346
H -2.3913 -2.7579 -2.7803
H -1.9291 -0.3918 -1.3008
*
```

Results of the natural (NBO) charge analysis, in e, for atoms 1 through 6: atom 1 (C): -0.63, atom 2 (C): -0.07, atom 3 (C): -0.18, atom 4 (C): -0.26, atom 5 (C): 0.30, atom 6 (O): -0.68

=====

[5]
Computed, not measured: an isolated molecule of C3H6S, with ωB97M-V/def2-TZVPD.

Results
E   -14040.250 eV
Gap between HOMO and LUMO   0.36290 Eh
HOMO level   -8.912 eV
SMILES   SC1CC1

The geometry in ORCA input format:
```
! wB97M-V def2-TZVPD RIJCOSX def2/J DEFGRID3
* xyz 0 1
S -1.1224 1.2160 -1.5547
C -0.1122 0.5477 -0.2214
C -0.2387 -0.6483 0.5448
C 1.1260 -0.2640 0.0263
H -2.1586 0.8134 -0.7879
H 0.0971 1.4405 0.4851
H -0.4898 -1.3431 1.5021
H -0.6325 -1.3583 -0.1066
H 1.7507 0.1386 0.9052
H 1.7803 -0.5425 -0.7928
*
```

Results of the natural (NBO) charge analysis, in e, for atoms 1 through 6: atom 1 (S): 0.01, atom 2 (C): -0.37, atom 3 (C): -0.46, atom 4 (C): -0.41, atom 5 (H): 0.14, atom 6 (H): 0.20

=====

[6]
Computed, not measured: the ion CH2O3P2 with charge -2, with ωB97M-V/def2-TZVPD.

Results
E   -25788.092 eV
Gap between HOMO and LUMO (spin up / spin down)   0.19967 / 0.19723 Eh
HOMO level (spin up / spin down)   2.011 / 2.090 eV
SMILES   C=P([O-])([O-])P=O

The geometry in ORCA input format:
```
! wB97M-V def2-TZVPD RIJCOSX def2/J DEFGRID3
* xyz -2 1
C -0.7813 0.7214 0.6840
P 0.2917 0.6616 -0.7834
O 1.4439 1.5817 -0.8775
O -0.4855 0.3891 -2.0169
P 1.1692 -1.3825 0.3208
O 0.0805 -2.4343 0.3368
H -0.3950 0.6884 1.7117
H -1.3236 -0.2256 0.6246
*
```

Results of the natural (NBO) charge analysis, in e, for atoms 1 through 6: atom 1 (C): -1.26, atom 2 (P): 1.98, atom 3 (O): -1.22, atom 4 (O): -1.21, atom 5 (P): 0.50, atom 6 (O): -1.15